Molecular formula: C9H11N2S
Method: DFT, ωB97M-V with the def2-TZVPD basis set

XYZ file:
```
23
Properties=species:S:1:pos:R:3
C -4.04106 0.14150 -0.05193
C -3.30336 -0.11555 1.13001
C -3.26257 -0.21626 -1.18308
C -2.11855 -0.82439 1.23377
C -2.09790 -0.98872 -1.17725
C -1.47943 -1.26667 0.10056
C 0.72313 -2.77206 0.27158
C 2.13029 -2.63266 0.08433
C -0.34099 -2.06850 0.18048
N 2.08189 -0.09439 -0.05030
N 3.31974 2.59244 -0.31368
S 3.11056 -1.31268 -0.06219
H -4.96506 0.70259 0.08207
H -3.78994 0.13382 2.11132
H -3.73063 0.14645 -2.07781
H -1.93054 -0.99476 2.29081
H -1.67932 -1.37538 -2.12451
H 0.59374 -3.80336 0.30101
H 2.67043 -3.57855 0.09268
H 2.45484 0.81692 -0.37398
H 4.12191 2.38560 0.30554
H 2.81912 3.47688 -0.07499
H 3.55751 2.75437 -1.25039
```

Its relative energy (zero: lowest compared OMol25 entry of this formula, charge and spin) is 434.4 kJ/mol. As for the charge: +1.